1.
Computed, not measured: a molecular structure, C39H40N2OPtS4Te in a non-equilibrium geometry, with ωB97M-V with the def2-TZVPD basis set.

Last column: Mulliken spin population.
Atoms and positions in Å:
Pt  -0.62301  -0.20100  -0.26119  0.0113
Te  2.59215  2.33732  1.28028  0.0078
S  -0.26859  1.15966  2.97513  0.0134
S  -2.47189  -1.30265  -1.08081  0.0002
S  -0.77034  1.74014  -1.52450  -0.0101
S  0.10502  -2.12629  0.67322  0.0011
O  0.91443  3.36738  1.23138  0.0486
N  1.51132  -0.25970  -1.26850  0.0005
N  0.19041  1.13833  1.27143  0.0146
C  -2.62906  2.17297  2.14306  0.0410
C  2.55057  4.61951  3.73799  0.0281
C  6.29891  5.52233  0.86357  -0.0027
C  3.94180  5.04096  0.50055  -0.0019
C  2.67306  3.18943  4.19673  -0.0177
C  5.04619  5.88616  0.40040  0.0074
C  2.14882  -1.41247  -1.24769  0.0001
C  1.90329  0.77446  -1.99253  -0.0067
C  6.44846  4.26330  1.43751  0.0007
C  2.76782  -0.43190  2.90998  -0.0027
C  5.63426  2.03893  2.21157  -0.0012
C  4.13317  3.78931  1.09303  -0.0030
C  1.47969  -2.55989  -0.51149  -0.0001
C  2.88384  1.64834  6.07084  0.0008
C  2.63344  5.55198  -0.03764  -0.0038
C  -0.94121  -4.65332  0.66415  -0.0007
C  -0.23078  2.50614  1.08080  -0.0460
C  2.98679  1.40614  7.54853  -0.0001
C  -1.17599  2.61730  2.33741  0.0798
C  3.05807  0.69692  -2.75462  -0.0013
C  -1.10339  -3.34411  0.21401  0.0013
C  2.77961  0.77441  3.81239  0.0179
C  3.34438  -1.55956  -1.94555  0.0008
C  3.79062  -0.48570  -2.70232  0.0000
C  5.38987  3.37971  1.56370  0.0003
C  -1.48347  5.04201  2.08712  -0.1151
C  -1.69132  4.00603  -0.28804  -0.0548
C  7.47465  6.44979  0.75044  -0.0009
C  -2.19616  -2.95000  -0.55928  -0.0001
C  2.88010  0.58087  5.18040  -0.0034
C  2.69426  2.08571  3.33695  0.0103
C  -2.96170  -5.24374  -0.47110  -0.0002
C  -3.12875  -3.94257  -0.89648  0.0001
C  -1.88665  5.00504  0.71939  0.4128
C  -0.96079  2.87052  -0.18235  0.2817
C  -1.86784  -5.61255  0.31228  0.0002
C  -1.09974  4.00249  2.87477  0.3236
C  1.04076  2.01676  -1.89058  0.0282
C  2.77261  2.93653  5.55951  -0.0062
H  2.17520  5.23711  4.55261  0.0004
H  4.70497  -0.57559  -3.27400  0.0000
H  3.38633  1.53022  -3.36168  0.0001
H  3.89213  0.84682  7.78774  0.0001
H  1.08901  2.61457  -2.79942  0.0012
H  5.12978  1.22262  1.68312  -0.0006
H  -2.39308  5.89853  0.37629  -0.0058
H  -0.86223  4.17873  3.91744  -0.0106
H  -3.98823  -3.66922  -1.49486  0.0000
H  5.27671  2.02537  3.24203  0.0007
H  3.89014  -2.49348  -1.92625  0.0000
H  2.75749  3.77718  6.24392  0.0000
H  8.27272  5.99409  0.16287  0.0000
H  7.19607  7.38801  0.27448  -0.0001
H  7.88550  6.67738  1.73498  0.0000
H  2.21626  -3.12772  0.05735  0.0001
H  -1.55242  6.01581  2.55895  0.0024
H  3.78406  -0.71879  2.62452  0.0004
H  1.79029  4.89322  0.14570  0.0008
H  2.39029  6.51303  0.41849  -0.0014
H  2.19895  -0.26571  1.99007  0.0011
H  3.52103  5.01970  3.43724  0.0013
H  4.91096  6.86217  -0.05273  0.0003
H  -2.67962  1.19585  1.66239  -0.0036
H  2.31807  -1.27986  3.42440  -0.0001
H  -3.10489  2.10887  3.12153  0.0041
H  -0.09162  -4.90924  1.28634  -0.0001
H  2.70983  5.71814  -1.11433  -0.0002
H  -3.69727  -5.98831  -0.74675  0.0000
H  -2.13046  4.21014  -1.25921  -0.0110
H  2.13875  0.81955  7.90469  0.0001
H  1.02214  -3.23519  -1.23541  0.0000
H  1.86215  4.72490  2.90006  -0.0235
H  3.00874  2.34180  8.10406  -0.0003
H  1.37108  2.63952  -1.06205  -0.0068
H  7.42435  3.95622  1.79740  -0.0001
H  6.69891  1.81462  2.21967  -0.0002
H  2.94486  -0.43207  5.56235  0.0002
H  -3.18247  2.89865  1.54552  -0.0025
H  -1.75055  -6.63366  0.64706  0.0000

Computed properties:
<S²>: 0.7966
M: 1003.708 g mol⁻¹
Net charge: +1
E: -99992.6878 eV
Largest force on an atom: 1.4 eV/Å
Spin multiplicity: 2
ΔE to the lowest compared entry with this formula, charge and spin: 1.1969 eV


2.
Computed, not measured: a molecular structure, C39H41BaN7O7SSe in a non-equilibrium geometry, with ωB97M-V with the def2-TZVPD basis set.

Last column: Mulliken charge in e.
Atoms and positions in Å:
Ba  8.25864  21.27015  12.93059  1.5095
Se  7.79743  8.24950  14.58813  -0.2161
S  7.09490  21.78274  15.74223  -0.2729
O  15.26510  4.24347  11.83799  -0.4545
O  11.05842  16.25047  14.67370  -0.7081
O  15.06869  5.40756  14.18197  -0.2652
O  9.55978  15.65356  16.55024  -0.7127
O  14.51899  6.25827  11.14799  -0.4885
O  13.66634  4.11272  17.04578  -0.3113
O  14.95873  5.99300  17.23201  -0.5147
N  11.06137  21.22940  12.54366  0.8133
N  8.01383  21.65356  10.43012  -0.6528
N  6.28525  5.72002  10.49576  -0.6078
N  10.86085  26.90024  5.82470  -0.5144
N  7.71668  7.92703  12.94339  -0.5441
N  7.54232  24.69282  14.30365  0.6840
N  10.87875  25.02698  13.55348  0.4039
C  13.07356  20.41766  12.26303  -0.4854
C  11.83654  20.32267  12.98238  -0.7912
C  14.35110  4.78071  16.52481  0.4655
C  7.76390  20.15466  15.69440  -0.1521
C  11.90868  23.62909  9.22586  -0.3884
C  11.60470  21.51300  11.09235  -1.6956
C  9.76136  24.15563  7.34190  -1.2526
C  10.95814  24.89859  7.37216  0.6407
C  11.00380  26.03926  6.53479  0.1238
C  9.01729  17.50521  15.23871  0.1674
C  13.81579  5.22543  13.45340  -0.5799
C  11.19640  5.56267  13.58280  -0.7194
C  7.54602  25.02324  15.72161  -1.5094
C  8.93457  19.71667  16.40340  -0.6251
C  7.11707  6.10358  11.27931  0.4171
C  10.69144  22.83103  9.19756  1.8966
C  12.91872  21.18024  11.12687  -0.5690
C  9.43830  18.43985  16.27608  -0.1767
C  9.71406  23.13707  8.26520  -0.3542
C  9.86548  26.02937  13.80459  -1.6185
C  8.35065  25.65181  13.50351  -0.4739
C  10.50790  21.91902  10.23714  2.0573
C  9.25851  6.07267  12.44553  -0.1898
C  12.07156  24.59780  8.28326  -1.3301
C  6.09421  24.83147  13.71488  -1.0572
C  15.22221  4.52952  15.24282  -0.4822
C  9.48855  15.94514  15.37740  0.0328
C  9.25327  21.02611  10.28939  -0.6569
C  10.26974  6.65500  13.34466  -0.1361
C  8.06450  6.69900  12.12184  0.2022
C  7.10760  19.15025  14.84489  -1.1386
C  7.70840  19.41063  10.61127  -0.5180
C  14.58391  5.36664  11.90085  0.6962
C  11.19453  24.15417  14.65087  -0.4859
C  7.91079  17.98735  14.61418  0.0858
C  12.54411  5.53613  13.52536  0.3658
C  7.11213  20.66304  10.54636  -1.2671
C  11.50862  24.79974  12.27804  -0.7881
C  9.06828  19.63866  10.38826  -0.3584
H  15.07190  3.53789  12.39152  0.3834
H  7.33683  18.41181  10.57535  0.5557
H  8.76249  22.67423  8.48211  0.4707
H  11.25102  17.18486  14.91911  0.2454
H  10.62843  7.58967  13.02246  0.4164
H  14.08094  6.07873  17.69008  0.3274
H  10.90690  25.27981  11.50216  0.4056
H  5.68379  23.84415  13.83312  0.2869
H  12.37596  25.41837  12.18735  0.3646
H  6.09387  19.46118  14.38428  0.3476
H  7.00650  25.87417  16.09086  0.4095
H  12.96123  25.15054  8.09564  0.4482
H  9.84076  7.30269  14.17210  0.0540
H  9.09950  15.45287  14.51247  0.3478
H  6.27348  24.95897  12.65329  0.4416
H  10.71545  4.66811  14.09105  0.3625
H  9.93184  26.47882  14.73682  0.6462
H  6.04673  20.98373  10.63719  0.4695
H  11.65450  23.78214  12.00099  -0.1368
H  10.25261  23.88281  15.17161  0.0496
H  11.89336  24.42132  15.55972  0.1824
H  15.03164  3.55010  14.91748  0.3266
H  16.19056  4.67725  15.58481  0.3996
H  7.02444  24.29997  16.32785  0.4398
H  8.95494  24.69123  6.79841  0.3349
H  7.89539  17.44973  13.61641  0.1593
H  9.39501  20.44053  17.08224  0.3548
H  7.85282  26.65655  13.65591  0.3286
H  10.14172  18.17717  17.04691  0.3891
H  10.00291  26.80659  13.05096  0.4429
H  5.49065  25.56371  14.37506  0.2456
H  11.56244  23.10898  14.44765  0.0911
H  13.43529  20.74295  10.13492  0.2468
H  9.97322  19.02553  10.41590  0.5339
H  11.38543  19.65730  13.72665  0.3122
H  8.21625  25.37073  12.41759  0.2691
H  12.61721  23.44202  9.94706  0.4541
H  13.82570  20.79874  13.00052  0.2572
H  8.50092  25.08900  16.13925  0.3603
H  9.86506  4.93449  12.10234  0.0930
H  13.40276  19.36538  12.12156  0.3843

Computed properties:
M: 968.154 g mol⁻¹
Net charge: -2
E: -142730.2507 eV
Largest force on an atom: 14.2 eV/Å
ΔE to the lowest compared entry with this formula, charge and spin: 6.6563 eV


3.
Computed, not measured: a molecular structure, C39H41BrCl2Ge2N7O3PTi in a non-equilibrium geometry, with ωB97M-V with the def2-TZVPD basis set.

Last column: Mulliken spin population.
Atoms and positions in Å:
Br  -1.23641  -3.47288  1.97213  0.0001
Ge  3.94821  2.15869  -0.44362  0.0950
Ge  2.30968  0.55122  -1.32372  0.0615
Ti  -0.07021  0.42051  -0.02154  1.2250
Cl  2.11083  -0.43866  4.11500  -0.0033
Cl  1.44256  4.66558  5.59102  -0.0033
P  -3.28698  -0.96088  -0.80965  -0.0064
O  3.40044  -5.76091  2.04439  0.0000
O  0.10453  2.32094  -0.16346  0.1550
O  1.04518  0.48720  1.45760  0.2857
N  -3.60716  1.28107  -2.48686  0.0029
N  -1.75801  -3.17179  -1.52160  0.0060
N  1.22152  -2.28791  1.57957  -0.0005
N  -1.78812  0.25774  1.22957  -0.0388
N  -1.58423  1.03598  -1.65254  0.0270
N  -0.51337  -1.50377  -0.83176  -0.1419
N  -3.69349  -0.55903  1.93715  0.0033
C  1.75058  2.72706  -4.91974  -0.0027
C  4.55119  -1.29451  -1.12579  0.0148
C  0.22194  0.87516  -5.03245  -0.0078
C  -3.03360  -0.08659  3.04120  0.0019
C  2.55460  -2.26441  1.48499  0.0186
C  0.67906  -3.45014  1.85581  0.0080
C  -2.84623  2.33490  -2.95064  -0.0038
C  3.38722  -1.01198  -1.84844  0.0381
C  5.08609  -3.12259  -2.59286  0.0382
C  -0.46573  -3.62185  -1.52412  -0.0035
C  1.63277  1.16953  3.68122  -0.0840
C  0.64392  0.45575  -3.77733  0.1171
C  1.63682  1.14987  -3.07907  0.1190
C  0.25202  3.14720  0.84604  0.4512
C  -1.85253  0.41850  2.59080  0.0251
C  1.71722  2.14224  4.66220  0.1809
C  -1.74622  -1.89119  -1.11444  0.0779
C  0.76503  2.77828  2.11111  0.0074
C  0.77526  2.01346  -5.60683  0.0162
C  0.29416  -2.58022  -1.09765  0.0547
C  -2.93258  -3.98330  -1.87402  0.0001
C  5.40530  -2.32560  -1.50178  -0.0169
C  3.35133  -3.38279  1.63112  0.0066
C  0.86307  3.76583  3.11525  0.1218
C  3.21773  3.95774  -0.36009  0.0220
C  -4.97518  -1.28066  1.95633  0.0004
C  3.07996  -1.82916  -2.94293  0.0254
C  5.46587  2.13030  -1.65824  0.0234
C  -1.60423  2.17250  -2.42371  0.0261
C  -2.80033  0.52784  -1.70648  -0.0027
C  2.17370  2.29967  -3.66309  -0.0139
C  1.32898  3.44493  4.35881  -0.0505
C  3.91837  -2.87561  -3.31013  -0.0206
C  4.53073  1.64084  1.33684  -0.0009
C  -5.01929  1.03594  -2.79151  0.0003
C  1.34989  -4.64371  2.02272  0.0017
C  -2.91520  -0.32828  0.86475  0.0053
C  1.16628  1.43897  2.39571  0.2117
C  2.73083  -4.59774  1.89995  -0.0008
H  -5.36464  1.81133  -3.46653  -0.0001
H  -3.61558  -3.41133  -2.49190  0.0001
H  -0.19856  -4.62354  -1.82106  -0.0012
H  2.19567  -1.63476  -3.53576  0.0036
H  2.59230  4.19409  -1.22217  -0.0038
H  -5.62496  -0.91712  1.16775  -0.0001
H  6.32365  -2.49834  -0.95126  0.0000
H  4.35014  -5.61346  1.96322  0.0001
H  -5.14383  0.06931  -3.27276  0.0000
H  5.35521  0.92461  1.29247  -0.0007
H  0.18521  -0.42154  -3.33548  -0.0326
H  -5.62056  1.06622  -1.88564  0.0000
H  4.42999  -3.31030  1.54079  0.0000
H  2.08229  1.88667  5.64824  0.0087
H  -5.45249  -1.11092  2.91599  -0.0001
H  5.82425  1.11139  -1.81510  0.0001
H  2.94050  2.86585  -3.14780  0.0034
H  2.18462  3.61670  -5.36093  0.0007
H  0.84308  -5.57760  2.22744  0.0002
H  1.36265  -2.54377  -0.99395  -0.0132
H  -3.45477  -0.13031  4.03352  -0.0003
H  5.75098  -3.92345  -2.89564  0.0017
H  4.88013  2.53240  1.86452  -0.0006
H  -2.59689  -4.85254  -2.42966  -0.0002
H  2.99178  -1.29269  1.28477  -0.0027
H  -4.81324  -2.34744  1.82597  0.0001
H  5.20292  2.55374  -2.62992  -0.0021
H  3.66722  -3.49448  -4.16392  0.0001
H  6.27058  2.72776  -1.21916  0.0051
H  0.55305  4.78165  2.89204  0.0036
H  2.62445  4.06986  0.54658  -0.0144
H  -3.45013  -4.31164  -0.97641  0.0004
H  -1.07632  0.90039  3.15960  -0.0063
H  -0.02183  4.18424  0.67537  -0.0332
H  0.44638  2.34540  -6.58513  0.0007
H  -0.72993  2.78830  -2.54907  0.0000
H  4.05139  4.66557  -0.32460  0.0034
H  -0.54105  0.31646  -5.56347  -0.0002
H  3.71324  1.20541  1.91006  0.0050
H  4.81057  -0.68936  -0.26196  0.0017
H  -3.25856  3.09945  -3.58987  -0.0001

Computed properties:
<S²>: 3.7843
M: 1030.674 g mol⁻¹
Net charge: +1
E: -298202.2559 eV
Largest force on an atom: 1.8 eV/Å
Spin multiplicity: 4